# 1
Formula: C14H19BrF9N2O2S
Source: OMol25
Level of theory: wB97M-V/def2-TZVPD

```
48
Properties=species:S:1:pos:R:3:forces:R:3
C 3.051143 -3.690735 1.681957 -0.640 0.979 0.289
C 3.332502 -2.605908 0.514505 -0.333 -1.512 1.018
O 3.860715 -3.368130 -0.602567 0.312 1.052 0.313
C 4.311796 -1.455381 1.025524 0.523 -1.285 0.329
N 3.620477 -0.342315 1.736100 1.066 0.348 -0.718
C 3.827475 0.976281 1.063516 0.440 0.995 0.732
C 2.598060 1.996653 1.258660 1.994 0.806 1.019
O 1.766709 2.162018 0.078267 -0.282 -2.676 1.261
C 1.120043 0.954735 -0.324887 -1.817 2.702 -1.438
Br 0.351988 -0.254986 1.028355 0.663 0.810 -0.962
S 2.020742 0.073514 -1.734006 0.703 2.274 -0.913
C 1.785997 1.619833 -2.740577 -1.246 -1.021 1.597
N 0.673104 2.269606 -2.366733 2.610 -1.285 -0.526
C -0.055234 1.523162 -1.290027 -1.284 -2.072 0.471
C -1.345630 2.165144 -0.624470 -0.135 1.294 -0.089
C -2.701704 1.917671 -1.430836 0.555 -0.166 0.378
C -3.307153 0.441608 -1.220703 0.169 0.445 -2.239
F -3.783845 0.057591 -2.514301 0.694 0.289 2.281
F -2.330418 -0.503250 -0.872532 -1.752 1.566 -0.194
C -4.593254 0.439616 -0.275705 0.120 1.458 -0.029
F -5.523475 1.308949 -0.900355 1.618 -2.037 1.152
F -4.257134 1.082188 0.940688 -0.497 -1.568 -1.988
C -5.241192 -0.987814 -0.013756 -0.728 -2.266 -0.193
F -5.679957 -1.613500 -1.202673 1.038 1.915 2.044
F -4.335079 -1.911575 0.562466 -1.347 2.358 -1.035
C -6.511004 -0.974385 0.971661 -0.872 -1.741 0.291
F -7.494890 -0.071612 0.612347 2.308 -1.463 1.105
F -6.048088 -0.835893 2.272951 -1.336 0.284 -2.505
F -7.087992 -2.257335 0.863351 1.174 2.740 0.417
H 4.025564 -3.962770 2.194068 -1.128 0.065 -0.753
H 2.489130 -4.602787 1.285040 1.059 1.279 0.369
H 2.373009 -3.235981 2.488002 0.978 -0.487 -1.036
H 2.309148 -2.232343 0.178320 1.476 -0.154 0.298
H 4.825857 -3.487200 -0.520279 -0.646 0.095 0.174
H 5.016689 -1.941215 1.793786 -0.902 0.496 -1.240
H 4.979896 -1.125894 0.164150 -0.934 -0.151 0.907
H 4.087866 -0.238434 2.651224 -0.656 -0.274 -0.718
H 4.724665 1.469549 1.589194 -1.247 -0.379 -0.918
H 4.145597 0.884926 -0.031222 -0.743 0.033 1.485
H 3.083876 3.019871 1.444516 -0.956 -1.329 -0.589
H 1.998232 1.787800 2.214662 0.652 -0.077 -1.636
H 2.533657 1.906661 -3.542752 -1.352 -0.182 0.962
H 0.419398 3.161366 -2.811828 -0.082 -0.510 0.497
H -0.334864 0.559578 -1.856658 -0.185 1.313 0.892
H -1.193293 3.302933 -0.570068 -0.194 -1.588 -0.041
H -1.525935 1.839057 0.451730 0.738 0.174 -1.459
H -2.522020 2.098214 -2.541735 -0.457 -0.520 1.398
H -3.461176 2.680919 -1.076372 0.862 -1.025 -0.458
```
Forces are in eV/Å.

E_LUMO	-4.9	eV
charge	+1



# 2
Formula: C2H4N2O4
Source: OMol25
Level of theory: wB97M-V/def2-TZVPD

```
12
Properties=species:S:1:pos:R:3:forces:R:3
N -1.271462 0.797496 -0.232566 0.902 -0.026 0.025
O -0.221031 1.801776 -0.279114 1.161 0.085 1.268
C 1.076282 1.455628 0.095812 0.772 1.287 -2.029
O 1.899834 2.281287 0.455855 -2.158 -1.197 0.084
O 1.474452 0.243461 -0.358712 -0.272 0.111 0.723
H -1.865416 1.101718 -1.004367 0.117 -0.111 0.209
H -1.756908 1.015160 0.638792 -0.022 0.033 -0.239
H 2.432782 0.256938 -0.172813 -0.356 -0.145 -0.078
N 0.186308 -2.329267 0.748001 3.067 -0.212 0.665
C -0.888823 -2.276773 0.257376 -3.913 0.442 -1.768
O -1.968119 -2.210838 -0.191844 0.513 -0.271 0.527
H 0.902099 -2.136587 0.043581 0.189 0.003 0.613
```
Forces are in eV/Å.

E_LUMO	0.3	eV
SMILES	NOC(=O)O.N=C=O
charge	0
energy relative to the best compared isomer or geometry (same formula, charge and spin)	0.970	eV